(1)
The following is a quantum chemistry calculation of a molecular structure, C18H22O5PSc, from the Open Molecules 2025 dataset.

Total charge: -2
Lowest unoccupied orbital energy, eV: 4.67
2S+1: 1
HOMO level, eV: 1.12
Orbital gap, eV: 3.556

Cartesian coordinates (Å):
Sc: 0.543 1.132 -0.161
O: 4.053 2.866 -1.428
C: 3.124 2.067 -1.502
O: 1.876 2.326 -1.378
C: 3.468 0.599 -1.836
C: 2.336 -0.086 -2.612
C: 2.826 -1.394 -3.247
C: 2.897 -2.328 -2.012
C: 2.487 -1.370 -0.891
O: 1.482 -0.571 -1.553
C: 3.616 -0.362 -0.607
C: 3.456 0.226 0.815
O: 4.387 0.060 1.604
O: 2.319 0.741 1.072
H: 4.395 0.616 -2.410
H: 1.763 0.575 -3.256
H: 3.790 -1.260 -3.740
H: 2.110 -1.760 -3.983
H: 3.887 -2.751 -1.843
H: 2.179 -3.145 -2.093
H: 2.051 -1.828 -0.009
H: 4.585 -0.860 -0.627
C: -2.189 -1.559 0.512
P: -0.679 -0.782 1.200
C: 0.132 -2.384 1.801
C: -1.262 -0.230 2.842
H: -2.613 -2.289 1.211
H: -1.923 -2.061 -0.419
H: -2.923 -0.784 0.291
H: -0.504 -2.948 2.494
H: 1.074 -2.144 2.300
H: 0.350 -3.025 0.941
H: -1.707 -1.052 3.415
H: -1.999 0.563 2.712
H: -0.406 0.172 3.386
C: -1.356 1.533 0.122
C: -2.689 1.822 0.426
C: -3.115 2.524 1.616
C: -4.440 2.748 1.927
C: -5.483 2.327 1.093
C: -5.118 1.674 -0.093
C: -3.800 1.439 -0.420
H: -2.338 2.889 2.282
H: -4.675 3.275 2.851
H: -6.521 2.507 1.347
H: -5.895 1.347 -0.781
H: -3.552 0.949 -1.356

These are the natural (NBO) partial charges, in e, on atoms 1 to 8:
1 Sc 1.3816
2 O -0.6936
3 C 0.8025
4 O -0.8115
5 C -0.3521
6 C 0.0771
7 C -0.4297
8 C -0.4141


(2)
The following is a quantum chemistry calculation of a molecular structure, C18H22O5PSc, from the Open Molecules 2025 dataset.

Total charge: -2
Lowest unoccupied orbital energy, eV: 4.83
2S+1: 1
HOMO level, eV: 0.58
Orbital gap, eV: 4.249

Cartesian coordinates (Å):
Sc: -0.377 -0.711 0.702
O: 0.977 -1.180 4.713
C: 0.925 -1.127 3.490
O: -0.109 -0.802 2.796
C: 2.240 -1.354 2.710
C: 2.625 -0.020 2.058
C: 4.076 -0.034 1.559
C: 3.951 -0.853 0.250
C: 2.487 -1.274 0.308
O: 1.877 -0.058 0.826
C: 2.247 -2.284 1.443
C: 1.008 -3.203 1.298
O: 1.027 -4.246 1.941
O: 0.071 -2.799 0.517
H: 2.983 -1.676 3.437
H: 2.330 0.864 2.620
H: 4.740 -0.494 2.293
H: 4.429 0.979 1.363
H: 4.625 -1.710 0.211
H: 4.111 -0.231 -0.629
H: 2.028 -1.513 -0.650
H: 3.097 -2.963 1.520
C: -1.085 1.836 -2.655
P: -0.318 0.559 -1.547
C: 1.663 0.717 -3.117
C: -0.747 -0.907 -2.655
H: -0.726 1.598 -3.654
H: -0.756 2.850 -2.414
H: -2.172 1.791 -2.597
H: 1.525 0.510 -4.191
H: 2.329 -0.043 -2.679
H: 2.117 1.712 -2.987
H: -1.033 -0.596 -3.666
H: -1.571 -1.467 -2.209
H: 0.133 -1.547 -2.746
C: -1.684 0.402 -0.261
C: -2.955 1.029 -0.077
C: -4.082 0.309 0.416
C: -5.304 0.901 0.681
C: -5.518 2.259 0.457
C: -4.446 3.001 -0.038
C: -3.220 2.415 -0.297
H: -3.963 -0.756 0.588
H: -6.110 0.282 1.067
H: -6.476 2.724 0.662
H: -4.564 4.067 -0.217
H: -2.406 3.042 -0.640

These are the natural (NBO) partial charges, in e, on atoms 1 to 8:
1 Sc 1.5908
2 O -0.6845
3 C 0.8057
4 O -0.8196
5 C -0.3408
6 C 0.0875
7 C -0.4301
8 C -0.4166


(3)
The following is a quantum chemistry calculation of a molecular structure, C18H23AsF6N3O5PtS4, from the Open Molecules 2025 dataset.

Total charge: -1
Lowest unoccupied orbital energy, eV: 2.48
2S+1: 1
HOMO level, eV: -4.69
Orbital gap, eV: 7.164

Cartesian coordinates (Å):
Pt: -0.096 -0.179 -0.328
C: -2.883 0.996 -3.517
O: -2.006 2.072 -3.174
C: -0.784 1.849 -2.679
S: 0.098 3.172 -2.262
S: -0.216 0.182 -2.602
H: -3.757 1.482 -3.947
H: -3.166 0.432 -2.630
H: -2.422 0.323 -4.236
C: 0.515 2.489 1.873
As: 0.201 0.795 2.693
C: -1.212 0.964 3.981
C: 1.764 0.385 3.732
O: -0.080 -0.544 1.721
H: 0.659 3.211 2.677
H: -0.348 2.762 1.274
H: 1.397 2.401 1.243
H: -0.868 1.571 4.818
H: -1.467 -0.037 4.324
H: -2.085 1.423 3.531
H: 1.988 1.195 4.425
H: 2.594 0.239 3.044
H: 1.581 -0.537 4.281
N: -5.877 4.743 -3.694
C: -5.407 4.136 -2.525
C: -4.153 4.474 -2.015
C: -3.691 3.892 -0.852
C: -4.484 2.972 -0.176
C: -5.735 2.633 -0.669
C: -6.197 3.216 -1.838
S: -3.835 2.186 1.264
O: -4.932 1.448 1.867
O: -3.205 3.204 2.067
N: -2.672 1.221 0.745
C: -2.957 0.008 0.281
S: -4.493 -0.826 0.419
C: -3.840 -2.202 -0.397
C: -2.548 -1.988 -0.697
N: -2.046 -0.765 -0.340
H: -5.155 5.103 -4.297
H: -6.567 4.211 -4.198
H: -3.520 5.171 -2.551
H: -2.703 4.133 -0.482
H: -6.343 1.923 -0.125
H: -7.178 2.958 -2.223
H: -4.433 -3.076 -0.605
H: -1.897 -2.672 -1.220
C: 3.141 0.393 -2.008
C: 2.981 0.115 -0.512
O: 1.783 0.479 0.024
C: 3.288 -1.386 -0.251
F: 3.419 -1.666 1.060
F: 4.427 -1.805 -0.850
F: 2.308 -2.165 -0.723
C: 4.033 0.969 0.247
F: 3.963 2.255 -0.136
F: 3.856 0.965 1.582
F: 5.304 0.569 0.030
H: 2.483 -0.266 -2.567
H: 4.172 0.250 -2.334
H: 2.819 1.414 -2.202

These are the natural (NBO) partial charges, in e, on atoms 1 to 8:
1 Pt 0.8207
2 C -0.2576
3 O -0.5258
4 C 0.0618
5 S -0.1658
6 S -0.2411
7 H 0.1841
8 H 0.2006


(4)
The following is a quantum chemistry calculation of a molecular structure, C18H23BFeIN4O3, from the Open Molecules 2025 dataset.

Expectation value of S²: 8.8174
Total charge: -2
Lowest unoccupied orbital energy (alpha / beta), eV: 4.29 / 4.40
2S+1: 6
HOMO level (alpha / beta), eV: 2.61 / -2.80
Orbital gap (alpha / beta), eV: 1.681 / 7.204

Cartesian coordinates (Å):
C: 1.953 -3.151 -0.804
I: -1.424 -3.438 0.340
H: 2.885 -3.270 -1.388
H: 1.102 -3.497 -1.412
H: 1.972 -3.799 0.090
C: -0.603 -0.211 3.938
C: 0.537 -0.929 4.061
N: 0.915 -1.293 2.791
C: 0.062 -0.787 1.843
N: -0.910 -0.184 2.597
H: -1.211 0.243 4.702
H: 1.110 -1.180 4.938
C: -2.095 -1.043 -3.656
C: -0.671 -0.820 -1.889
N: -1.978 -0.841 -2.301
H: -0.526 -1.277 -5.164
N: 0.009 -0.965 -3.073
H: -3.047 -1.129 -4.152
Fe: -0.164 -1.344 -0.037
C: 1.717 -1.720 -0.384
O: 2.597 -0.860 -0.260
C: -0.844 -1.112 -4.145
C: 1.435 -1.097 -3.294
H: 1.620 -0.797 -4.334
H: 1.743 -2.149 -3.182
H: 2.021 -0.459 -2.628
C: -3.156 -0.793 -1.464
H: -3.972 -1.149 -2.099
H: -3.391 0.228 -1.132
H: -3.050 -1.479 -0.608
C: -2.132 0.426 2.111
H: -2.972 -0.007 2.676
H: -2.272 0.234 1.033
H: -2.100 1.510 2.303
C: 2.058 -2.162 2.591
H: 1.747 -3.113 2.131
H: 2.440 -2.396 3.594
H: 2.843 -1.678 1.988
O: -0.197 1.602 -0.889
B: 0.398 0.634 0.030
O: 1.090 1.428 1.039
C: 0.806 2.714 0.784
C: 1.119 3.831 1.543
C: 0.780 5.083 1.035
C: 0.133 5.209 -0.195
C: -0.249 4.078 -0.917
C: 0.087 2.831 -0.405
H: 1.605 3.716 2.505
H: 1.028 5.982 1.597
H: -0.069 6.208 -0.589
H: -0.777 4.171 -1.860

These are the natural (NBO) partial charges, in e, on atoms 1 to 8:
1 C -0.7952
2 I -0.9822
3 H 0.1848
4 H 0.2345
5 H 0.2349
6 C -0.4185
7 C -0.0976
8 N -0.3867


(5)
The following is a quantum chemistry calculation of a single C18H23FN4O3 molecule, from the Open Molecules 2025 dataset.

Lowest unoccupied orbital energy, eV: 0.21
SMILES string: [H]/N=C1/N[C@@]2(c3cc(=O)n(CCC=C)cc3F)CO[C@@H](C)C[C@H]2C(=O)N1C
2S+1: 1
HOMO level, eV: -8.36
Orbital gap, eV: 8.577

Cartesian coordinates (Å):
O: 1.979 -3.263 -0.045
O: -1.173 2.694 2.515
F: -2.133 -0.430 -1.938
N: -2.300 3.605 -1.798
O: 2.662 1.454 -0.638
C: 1.009 -2.572 -0.401
C: -1.137 2.386 1.326
C: -1.742 2.845 -0.925
C: -1.768 -5.904 1.978
C: 1.094 -1.133 -0.388
C: -1.059 -0.963 -1.439
C: -1.119 -2.341 -1.503
C: -0.913 -5.095 1.332
C: 0.120 -0.275 -0.844
N: -2.009 2.940 0.421
N: -0.079 -3.125 -0.995
N: -0.839 2.006 -1.446
C: -2.927 3.946 1.023
C: -0.030 -5.514 0.213
C: -0.104 -4.659 -1.070
C: 3.747 3.344 0.494
C: 1.535 1.687 -1.506
C: 1.360 2.699 1.085
C: 2.767 2.174 0.635
C: 0.217 1.254 -0.748
C: 0.130 1.690 0.853
H: -2.945 4.303 -1.328
H: -2.345 -5.657 2.779
H: -1.850 -6.997 1.793
H: 2.042 -0.724 0.140
H: -2.004 -2.732 -2.053
H: -0.862 -4.025 1.576
H: -0.951 1.845 -2.459
H: -3.614 4.418 0.278
H: -2.352 4.800 1.471
H: -3.531 3.547 1.819
H: -0.350 -6.587 -0.006
H: 0.993 -5.566 0.632
H: 0.754 -5.098 -1.708
H: -1.035 -4.911 -1.643
H: 4.633 3.147 -0.139
H: 4.174 3.799 1.402
H: 3.139 4.089 -0.043
H: 1.515 2.762 -1.868
H: 1.587 1.133 -2.462
H: 1.473 3.117 2.059
H: 1.082 3.535 0.513
H: 3.028 1.541 1.487
H: 0.132 0.813 1.568

These are the natural (NBO) partial charges, in e, on atoms 1 to 8:
1 O -0.6516
2 O -0.5974
3 F -0.3069
4 N -0.7542
5 O -0.5558
6 C 0.5867
7 C 0.6854
8 C 0.5834


(6)
The following is a quantum chemistry calculation of a molecular structure, C18H23FN4OS, from the Open Molecules 2025 dataset.

Lowest unoccupied orbital energy, eV: -0.55
2S+1: 1
HOMO level, eV: -8.40
Orbital gap, eV: 7.853

Cartesian coordinates (Å):
C: 2.841 -5.688 4.311
H: 2.336 -6.441 4.657
H: 3.438 -5.102 5.030
H: 3.631 -5.910 3.605
C: 1.955 -4.520 3.929
C: 0.840 -4.360 4.902
H: 0.254 -5.344 5.295
H: 1.469 -3.756 5.666
H: 0.234 -3.619 4.423
C: 2.640 -3.400 3.272
N: 1.922 -2.736 2.249
C: 2.493 -1.757 1.509
N: 1.434 -0.789 1.050
C: 1.928 0.000 -0.187
C: 2.091 -0.525 -1.441
H: 2.639 -1.562 -1.412
H: 2.233 0.152 -2.088
C: 0.559 -1.214 -1.849
C: -0.271 0.068 -2.334
N: -0.856 0.755 -1.449
C: -1.476 1.674 -2.190
N: -1.535 1.033 -3.531
O: -0.699 0.090 -3.575
C: -2.400 2.616 -1.807
C: -2.034 3.264 -0.527
C: -3.034 4.292 -0.017
C: -3.847 4.999 -0.709
C: -3.759 4.621 -2.365
C: -3.155 3.403 -2.608
H: -3.208 3.219 -3.686
H: -4.359 5.213 -2.977
F: -4.377 6.072 -0.373
H: -3.001 4.527 1.023
H: -1.699 2.594 0.388
C: 0.043 -2.056 -0.718
C: 0.114 -1.368 0.359
H: -0.416 -0.292 0.515
H: -0.520 -2.161 1.270
H: 0.687 -2.978 -0.763
H: -0.922 -2.518 -1.108
H: 0.530 -1.754 -2.817
H: 1.178 0.609 -0.144
H: 2.939 0.278 0.290
S: 3.911 -1.617 1.444
H: 1.018 -2.545 2.746
H: 2.950 -2.722 4.085
H: 3.412 -3.687 2.696
H: 1.266 -5.049 2.973

These are the natural (NBO) partial charges, in e, on atoms 1 to 8:
1 C -0.5869
2 H 0.2021
3 H 0.1886
4 H 0.2124
5 C -0.1665
6 C -0.6130
7 H 0.2403
8 H 0.1913


(7)
The following is a quantum chemistry calculation of 7 unconnected molecules or ions with the total composition C18H23FN6, from the Open Molecules 2025 dataset.

Lowest unoccupied orbital energy, eV: 0.10
SMILES string: Fc1ccccc1.CC#N.CC#N.CC#N.CC#N.CC#N.CC#N
2S+1: 1
HOMO level, eV: -9.57
Orbital gap, eV: 9.667

Cartesian coordinates (Å):
F: 6.427 -6.564 9.365
C: 7.689 -6.756 8.957
C: 8.057 -6.560 7.631
C: 9.328 -6.950 7.240
C: 10.240 -7.439 8.175
C: 9.898 -7.591 9.498
C: 8.582 -7.290 9.859
H: 7.331 -6.104 6.969
H: 9.626 -6.911 6.202
H: 11.250 -7.677 7.861
H: 10.646 -7.828 10.241
H: 8.301 -7.377 10.904
C: 8.295 -10.821 14.347
C: 9.256 -10.566 13.259
N: 10.013 -10.359 12.422
H: 7.475 -11.373 13.885
H: 7.911 -9.865 14.691
H: 8.737 -11.407 15.144
C: 11.548 -11.313 5.344
C: 12.176 -11.978 4.226
N: 12.707 -12.444 3.321
H: 12.130 -10.430 5.607
H: 11.423 -11.927 6.234
H: 10.549 -10.971 5.067
C: 5.941 -9.305 5.195
C: 7.316 -9.583 5.623
N: 8.401 -9.765 5.959
H: 5.899 -9.388 4.106
H: 5.685 -8.268 5.395
H: 5.266 -10.037 5.626
C: 8.851 -11.102 9.135
C: 7.792 -12.089 8.951
N: 6.960 -12.865 8.808
H: 9.583 -11.515 9.832
H: 8.510 -10.178 9.592
H: 9.333 -10.936 8.174
C: 12.780 -11.839 11.314
C: 14.215 -11.964 10.993
N: 15.325 -12.061 10.744
H: 12.667 -10.944 11.925
H: 12.638 -12.688 11.986
H: 12.071 -11.792 10.500
C: 4.089 -13.889 6.778
C: 3.882 -13.099 5.575
N: 3.724 -12.486 4.622
H: 4.834 -13.468 7.454
H: 4.471 -14.886 6.554
H: 3.176 -14.007 7.359

These are the natural (NBO) partial charges, in e, on atoms 1 to 8:
1 F -0.3217
2 C 0.3957
3 C -0.2881
4 C -0.1774
5 C -0.2314
6 C -0.1882
7 C -0.3036
8 H 0.2255


(8)
The following is a quantum chemistry calculation of a molecular structure, C18H23HgN5O3, from the Open Molecules 2025 dataset.

Expectation value of S²: 0.7727
Total charge: +1
Lowest unoccupied orbital energy (alpha / beta), eV: -3.19 / -3.19
2S+1: 2
HOMO level (alpha / beta), eV: -7.61 / -9.77
Orbital gap (alpha / beta), eV: 4.417 / 6.583

Cartesian coordinates (Å):
C: -0.997 -2.167 -8.714
C: -1.715 -1.396 -9.540
H: -0.856 -3.219 -8.916
H: -0.529 -1.790 -7.817
C: -1.916 0.037 -9.277
C: -1.848 0.541 -8.039
H: -1.644 -0.065 -7.169
H: -1.997 1.596 -7.856
C: -2.336 -1.994 -10.767
H: -2.110 -3.055 -10.839
H: -1.972 -1.512 -11.674
H: -3.421 -1.883 -10.760
C: -2.204 0.946 -10.436
H: -3.114 0.649 -10.960
H: -1.396 0.929 -11.167
H: -2.331 1.972 -10.103
Hg: 0.000 0.000 0.000
O: 0.252 -0.626 -1.871
C: 0.950 -0.199 -2.815
O: 1.293 1.443 -0.433
C: 1.935 1.590 -1.472
O: 2.824 2.543 -1.592
N: 1.835 0.846 -2.640
C: 3.516 2.447 -2.875
C: 2.705 1.432 -3.680
H: 4.529 2.121 -2.664
H: 3.528 3.439 -3.309
H: 3.341 0.675 -4.125
H: 2.100 1.902 -4.450
C: 0.866 -0.782 -4.143
C: -0.021 -1.736 -4.432
H: 1.526 -0.414 -4.912
H: -0.711 -2.117 -3.693
H: -0.082 -2.153 -5.427
N: -0.012 0.351 4.087
C: -0.183 1.681 3.907
C: -0.261 1.941 2.545
N: -0.125 0.770 1.897
C: 0.023 -0.154 2.844
C: 0.195 -1.522 2.400
N: 0.244 -1.733 1.083
C: 0.340 -3.064 0.930
C: 0.352 -3.636 2.198
N: 0.267 -2.653 3.121
H: 0.088 -0.162 4.989
H: -0.234 2.407 4.708
H: -0.373 2.905 2.069
H: 0.351 -3.581 -0.019
H: 0.388 -4.693 2.428
H: 0.227 -2.754 4.159

These are the natural (NBO) partial charges, in e, on atoms 1 to 8:
1 C -0.3780
2 C -0.0202
3 H 0.1938
4 H 0.1875
5 C -0.0192
6 C -0.3833
7 H 0.1948
8 H 0.1900


These records have electronic energy values of -2177.4134 -2177.3759 -5787.3666 -2730.5659 -1244.2073 -1491.4317 -1128.0237 -1352.2553 Ha, in the order they appear.
These records have ΔE to the lowest compared entry with this formula, charge and spin values of 0.0 98.4 6.1 0.0 547.3 1636.3 0.0 272.4 kJ/mol, in the order they appear.